(a)
This record from the OMol25 dataset describes C4H6N2S in the gas phase. The level of theory is wB97M-V/def2-TZVPD.

Output
**LUMO level**: 0.490 eV
**Structure (SMILES)**: N#C/C=C(/N)CS

Structure (ORCA input):
```
! RIJCOSX wB97M-V def2-TZVPD def2/J DEFGRID3
* xyz 0 1
N 3.0371 -1.4369 -0.1998
C 2.2887 -0.5185 0.0208
C 1.4392 0.5676 -0.1249
C 0.0818 0.5488 0.0425
N -0.8969 1.4970 -0.0430
C -0.6312 -0.6628 0.6616
S -2.1114 -1.1348 -0.2326
H 1.9145 1.4769 -0.5959
H -0.7102 2.3372 -0.5988
H -1.9219 1.2413 -0.1894
H -0.1386 -1.7169 0.8007
H -0.9976 -0.3273 1.6171
H -1.3536 -1.8717 -1.1582
*
```

(b)
This record from the OMol25 dataset describes a molecular structure, C4H6N2S. The level of theory is wB97M-V/def2-TZVPD.

Output
**LUMO level (spin up / spin down)**: -0.252 / -0.253 eV

Structure (ORCA input):
```
! RIJCOSX wB97M-V def2-TZVPD def2/J DEFGRID3
* xyz 0 1
C 0.0910 -1.9661 -1.0239
C -0.6058 -2.3483 0.0199
C 0.5333 0.1351 -0.0537
C 1.3130 1.4145 -0.1097
N 0.6464 -0.6529 -1.0814
N -1.9159 0.3872 1.1255
S -0.5644 -0.3698 1.3634
H 0.0881 -2.5447 -2.0368
H -1.3725 -3.0134 0.3686
H 1.1472 2.0169 0.7798
H 0.9217 1.9895 -1.0528
H 2.4738 1.3307 -0.1271
H -2.6267 0.4213 1.9538
*
```

Result of the stability comparison: (b) is the least stable of them.

(a)
This record from the OMol25 dataset describes C4H6N2S in the gas phase. The level of theory is wB97M-V/def2-TZVPD.

Output
**LUMO level**: 0.476 eV
**Structure (SMILES)**: S/N=C1/C=CCN1

Structure (ORCA input):
```
! RIJCOSX wB97M-V def2-TZVPD def2/J DEFGRID3
* xyz 0 1
S 2.9408 -0.2357 -0.1485
N 1.7716 1.1150 -0.1037
C 0.6067 0.5789 -0.2075
C -0.6842 1.2846 -0.2151
C -1.6527 0.4137 0.1116
C -1.2267 -1.0461 -0.0458
N 0.2135 -0.8077 -0.3195
H 3.8419 0.2018 1.2240
H -0.6528 2.4005 -0.2963
H -2.7274 0.6051 0.1361
H -1.7195 -1.4547 -0.9614
H -1.4688 -1.5102 0.8594
H 0.7576 -1.5450 -0.0331
*
```

(b)
This record from the OMol25 dataset describes C4H6N2S in the gas phase. The level of theory is wB97M-V/def2-TZVPD.

Output
**LUMO level**: 0.605 eV
**Structure (SMILES)**: SCn1ccnc1

Structure (ORCA input):
```
! RIJCOSX wB97M-V def2-TZVPD def2/J DEFGRID3
* xyz 0 1
S 0.0375 -0.1528 -2.8629
C 0.6372 -0.6200 -1.1869
N 0.1402 0.1405 -0.0341
C -0.3236 -0.6433 1.1087
C -0.4035 0.2353 2.0995
N -0.0556 1.4998 1.6864
C 0.2935 1.3726 0.4179
H -1.3536 -0.5278 -2.9562
H 1.6544 -0.2766 -1.1990
H 0.4267 -1.7513 -0.9381
H -0.7203 -1.7237 1.0167
H -0.6218 0.2205 3.1737
H 0.2888 2.2267 -0.3257
*
```

(c)
This record from the OMol25 dataset describes C4H6N2S in the gas phase. The level of theory is wB97M-V/def2-TZVPD.

Output
**LUMO level**: 0.717 eV
**Structure (SMILES)**: SN1C=N[C@@H]2C[C@@H]21

Structure (ORCA input):
```
! RIJCOSX wB97M-V def2-TZVPD def2/J DEFGRID3
* xyz 0 1
S -2.0391 -0.0638 -0.0540
N -0.4659 0.3046 0.4430
C 0.3341 1.3070 -0.1803
N 1.5871 1.2770 -0.1629
C 1.8273 -0.2153 0.1892
C 1.0366 -1.2885 -0.6313
C 0.4132 -0.8195 0.7128
H -1.6671 -0.7894 -1.1631
H -0.2212 2.1822 -0.4584
H 2.6509 -0.6732 0.6699
H 1.5553 -2.3689 -0.8286
H 0.5900 -0.9935 -1.5932
H 0.2026 -1.3100 1.7354
*
```

Result of the stability comparison: (c) is the least stable of them.

(a)
This record from the OMol25 dataset describes CH2OS in the gas phase. The level of theory is wB97M-V/def2-TZVPD.

Output
**LUMO level**: 0.726 eV
**Structure (SMILES)**: O=CS

Structure (ORCA input):
```
! RIJCOSX wB97M-V def2-TZVPD def2/J DEFGRID3
* xyz 0 1
O -0.2686 1.2675 0.4611
C 0.3886 0.3546 -0.0719
S -0.2890 -1.1299 -0.3353
H 1.4977 0.3102 -0.2931
H -1.3287 -0.8025 0.2392
*
```

(b)
This record from the OMol25 dataset describes CH2OS in the gas phase. The level of theory is wB97M-V/def2-TZVPD.

Output
**LUMO level**: 0.271 eV
**Structure (SMILES)**: OC=S

Structure (ORCA input):
```
! RIJCOSX wB97M-V def2-TZVPD def2/J DEFGRID3
* xyz 0 1
O 0.2624 0.3456 -0.5252
C -0.2723 -0.2500 0.5541
S -0.9744 0.1802 1.9518
H 0.4810 1.2603 -0.2455
H -0.2033 -1.2524 0.2340
*
```

Result of the stability comparison: (a) is the least stable of them.

(a)
This record from the OMol25 dataset describes C2H4O2S2 in the gas phase. The level of theory is wB97M-V/def2-TZVPD.

Output
**LUMO level**: -1.548 eV
**Structure (SMILES)**: O=S(=O)=CCS

Structure (ORCA input):
```
! RIJCOSX wB97M-V def2-TZVPD def2/J DEFGRID3
* xyz 0 1
O -0.0261 1.8649 2.2805
S -0.6121 0.9133 1.3936
O -1.1920 -0.3457 1.8895
C 0.2898 0.6155 -0.0468
C -0.2642 -0.4862 -0.9494
S 1.3694 -1.0007 -1.6605
H 0.6163 1.6612 -0.4129
H -0.6366 -1.1744 -0.2069
H -0.9220 -0.2695 -1.7161
H 1.3776 -1.7784 -0.5711
*
```

(b)
This record from the OMol25 dataset describes C2H4O2S2 in the gas phase. The level of theory is wB97M-V/def2-TZVPD.

Output
**LUMO level**: -0.218 eV
**Structure (SMILES)**: C[S@](=O)(=S)C=O

Structure (ORCA input):
```
! RIJCOSX wB97M-V def2-TZVPD def2/J DEFGRID3
* xyz 0 1
C -0.6497 0.0520 0.5541
S 0.4269 -1.1117 -0.1925
O -0.4087 -1.8660 -1.1979
S 1.4837 -2.0563 1.1097
C 1.7571 -0.2748 -1.0930
O 1.9204 0.9074 -1.0627
H -0.1896 0.6468 1.3556
H -1.2165 0.5343 -0.2306
H -1.5237 -0.5056 0.9531
H 2.3029 -0.9430 -1.5897
*
```

Result of the stability comparison: (a) is the least stable of them.